This record from the Open Molecules 2025 dataset describes a 2-piece molecular cluster, C8H23NSi2 overall. The level of theory is the ωB97M-V functional and the def2-TZVPD basis.

The geometry in XYZ format:
```
34
Properties=species:S:1:pos:R:3:lowdin_charge:R:1
C 0.914 0.591 -2.800 -0.151
C -1.292 -3.296 -0.477 -0.175
C -0.490 1.023 3.033 -0.211
C -0.659 3.679 1.574 -0.195
C -2.099 1.310 0.343 -0.189
C 2.719 -1.736 -0.020 -0.150
C 0.854 -0.971 -2.811 -0.319
C -0.426 -2.221 0.108 -0.299
N 0.776 1.184 0.463 -0.148
Si -0.568 1.818 1.331 0.251
Si 1.049 -1.667 -1.078 1.066
H 1.790 0.899 -2.271 0.057
H 1.006 0.965 -3.760 0.047
H 0.073 1.001 -2.405 0.015
H -1.392 -3.302 -1.539 0.049
H -0.920 -4.312 -0.272 0.083
H -2.244 -3.185 -0.074 0.053
H 0.515 1.439 3.475 0.064
H -1.275 1.168 3.657 -0.044
H -0.397 -0.079 2.967 0.010
H -0.707 4.252 2.504 0.022
H 0.183 4.182 1.141 0.005
H -1.542 4.132 1.178 0.001
H -1.853 1.716 -0.734 0.060
H -2.141 0.299 0.156 -0.055
H -3.014 1.762 0.715 0.018
H 2.288 -2.065 0.926 0.027
H 3.323 -2.477 -0.513 0.010
H 3.066 -0.769 -0.081 -0.018
H 1.811 -1.229 -3.442 0.104
H 0.045 -1.514 -3.368 0.072
H -0.074 -2.603 1.054 0.074
H -0.982 -1.368 0.272 0.002
H 1.663 1.373 0.747 -0.138
```

Results
E_LUMO (alpha / beta) ... -1.2 / -1.2 eV
Kohn-Sham gap (alpha / beta) ... 0.19736 / 0.19740 hartree
Energy above the lowest of the compared OMol25 structures with the same formula, charge and spin ... 520.8 kJ/mol